1.
This record from the OMol25 dataset describes C41H38N5O2Rb as an isolated structure. The level of theory is ωB97M-V with the def2-TZVPD basis set.

Positions of all 87 atoms, in Å:
Rb -0.3502 0.0509 -0.1851
C 2.7463 -1.4199 -3.8570
C 2.8059 0.0780 -3.8383
C 2.9836 0.7824 -5.0154
C 3.0404 2.1645 -5.0296
C 2.9296 2.8529 -3.8345
C 2.7583 2.1784 -2.6392
C 2.6780 2.9365 -1.3478
C 2.6839 0.7712 -2.6160
N 2.4284 0.1188 -1.4248
C 3.3366 -0.6969 -0.9365
O 4.4920 -0.8721 -1.3810
C 2.9605 -1.4901 0.3001
C 3.9247 -2.4109 0.7160
C 3.6827 -3.1923 1.8257
C 2.4879 -3.0156 2.4906
C 1.5761 -2.0654 2.0248
N 1.8050 -1.3229 0.9430
C 0.3320 -1.9171 2.8799
O 0.3944 -2.3955 4.0329
N -0.7003 -1.3011 2.3484
C -1.8637 -1.2278 3.0978
C -2.7033 -2.3458 3.2572
C -2.3088 -3.6510 2.6343
C -3.8713 -2.2335 3.9903
C -4.2477 -1.0324 4.5664
C -3.4292 0.0731 4.4090
C -2.2470 -0.0141 3.6968
C -1.3393 1.1700 3.5724
H 2.8641 -1.8054 -4.8700
H 1.7922 -1.7669 -3.4528
H 3.5425 -1.8164 -3.2283
H 3.0806 0.2410 -5.9495
H 3.1730 2.7016 -5.9609
H 2.9873 3.9367 -3.8315
H 2.6393 4.0111 -1.5246
H 3.5455 2.7059 -0.7286
H 1.7869 2.6256 -0.8008
H 4.8432 -2.4737 0.1504
H 4.4179 -3.9089 2.1757
H 2.2338 -3.5733 3.3797
H -2.1593 -3.5211 1.5612
H -3.0666 -4.4157 2.7991
H -1.3658 -3.9838 3.0631
H -4.4985 -3.1085 4.1232
H -5.1645 -0.9604 5.1407
H -3.7023 1.0188 4.8642
H -1.6833 2.0041 4.1816
H -1.2938 1.4952 2.5303
H -0.3385 0.8761 3.8874
C -2.2229 2.5597 -5.4509
C -1.1202 2.1779 -4.6958
C -1.2351 1.9316 -3.3484
C -2.4693 2.0578 -2.6728
C -3.5791 2.4369 -3.4663
C -3.4520 2.6755 -4.8149
N -2.5559 1.7198 -1.3718
C -3.4508 2.2826 -0.5360
C -3.9297 3.6095 -0.6618
C -4.7350 4.1769 0.2982
C -5.1186 3.4637 1.4255
C -4.6680 2.1573 1.5688
C -3.8646 1.5770 0.6156
H -2.1284 2.7619 -6.5126
H -0.1507 2.0812 -5.1682
H -0.3571 1.6373 -2.7824
H -4.5547 2.5031 -3.0004
H -4.3286 2.9602 -5.3913
H -3.6159 4.2037 -1.5117
H -5.0732 5.2021 0.1760
H -5.7530 3.9180 2.1783
H -4.9398 1.5871 2.4488
H -3.5299 0.5520 0.7372
N 1.4894 2.7172 2.3145
C 0.5083 3.6830 2.3870
C -0.2141 4.0622 1.2524
C -1.1190 5.1028 1.3101
C -1.3100 5.8092 2.4868
C -0.6089 5.4341 3.6203
C 0.2814 4.3796 3.5793
H 1.6512 2.1809 3.1526
H 1.5135 2.1493 1.4747
H -0.0742 3.5338 0.3160
H -1.6902 5.3530 0.4295
H -2.0105 6.6311 2.5279
H -0.7491 5.9685 4.5501
H 0.8010 4.0838 4.4811

Computed properties:
* orbital gap: 5.308 eV
* relative energy (zero: lowest compared OMol25 entry of this formula, charge and spin): 7.6 kcal/mol
* charge: -2
* LUMO: 3.92 eV
* E_HOMO: -1.4 eV

---

2.
This record from the OMol25 dataset describes C41H38N8O10Y as an isolated structure at a distorted geometry. The level of theory is ωB97M-V with the def2-TZVPD basis set.

Positions of all 98 atoms, in Å:
Y -0.9788 -0.6003 1.1229
C 4.9497 3.3882 -2.8316
C 3.7184 2.7897 -3.4351
C 3.6948 1.5748 -4.1619
C 2.4614 1.0828 -4.6102
C 2.4999 -0.2747 -5.3036
C 1.2518 1.7814 -4.4451
C 1.2437 3.0456 -3.7550
C -0.0200 3.8611 -3.6105
C 2.4697 3.4551 -3.2424
H 5.1028 3.0275 -1.7906
H 4.7677 4.4688 -2.7419
H 5.8429 3.1794 -3.3911
H 4.6339 1.0639 -4.3520
H 2.7872 -1.1091 -4.6101
H 3.2585 -0.2495 -6.1270
H 1.5398 -0.5687 -5.7548
H 0.3220 1.2973 -4.7143
H -0.1556 4.6851 -4.3262
H -0.1778 4.3771 -2.6396
H -0.8868 3.2098 -3.6976
H 2.5170 4.3789 -2.6672
C -5.2877 1.4259 -2.3467
C -4.2057 2.1782 -1.8154
C -3.5384 1.7736 -0.6711
C -3.9932 0.6026 0.0274
C -5.0035 -0.1675 -0.5082
C -5.5772 0.1532 -1.7516
N -3.2584 0.2484 1.1910
C -3.8424 0.0843 2.3902
C -5.2011 -0.0400 2.6396
C -5.6610 -0.0325 3.9458
C -4.7885 0.0513 5.0947
C -3.4250 0.1356 4.8895
C -3.0073 0.0693 3.5353
N -1.6672 0.2040 3.2697
N -1.0128 1.0383 4.0339
C -0.1343 1.7240 3.2774
C 0.4924 2.8546 3.9419
C 1.0687 3.7984 3.1721
C 1.1828 3.6140 1.7684
C 0.7332 2.4371 1.2512
N -0.0193 1.5460 1.9425
H -5.9538 1.8532 -3.1185
H -3.9316 3.1424 -2.2574
H -2.6509 2.2734 -0.2503
H -5.3776 -1.0845 -0.0364
H -6.3576 -0.4934 -2.1390
H -5.8997 -0.2241 1.8094
H -6.6974 -0.0603 4.2223
H -5.1665 0.1006 6.0927
H -2.6819 0.3728 5.6467
H 0.3129 2.9602 5.0102
H 1.5370 4.6789 3.6227
H 1.6077 4.4646 1.1510
H 0.8204 2.2849 0.1899
O -3.8844 -3.5883 0.5231
C -2.8093 -3.0186 0.2698
O -1.9135 -2.5587 1.1023
C -2.5008 -2.9245 -1.1946
C -2.6788 -4.0609 -1.9069
C -2.5954 -3.9720 -3.2670
C -2.1450 -2.8137 -3.8873
C -1.8976 -1.6653 -3.1428
C -2.0111 -1.6497 -1.7167
O -1.6982 -0.6387 -0.9842
N -1.5439 -0.4905 -3.9148
O -1.0617 -0.6479 -5.0567
O -1.7962 0.6287 -3.4460
N -2.9978 -5.0603 -4.0124
O -2.6998 -5.1318 -5.2076
O -3.7305 -5.8792 -3.4166
H -3.0593 -4.9569 -1.4185
H -1.9023 -2.8442 -4.9637
C 5.6296 -0.1618 3.8737
C 4.1160 -0.2504 3.5132
C 3.5767 -1.5709 2.8849
C 4.1538 -2.7449 3.6710
C 3.4675 -4.0984 3.4932
C 4.0606 -1.7040 1.4003
O 5.1772 -1.9470 1.0672
N 3.0150 -1.4863 0.5056
C 1.7081 -1.2308 0.7521
O 0.9342 -0.8784 -0.2082
N 1.2142 -1.3873 1.9968
C 2.0299 -1.6147 3.0803
O 1.5539 -1.7339 4.2340
H 5.9101 0.8921 3.9940
H 6.2949 -0.5298 3.1305
H 5.8244 -0.6076 4.8705
H 3.9917 0.5592 2.7641
H 3.4601 0.0376 4.3389
H 4.0623 -2.4539 4.7338
H 5.2166 -2.8058 3.5236
H 2.5562 -4.1705 4.0840
H 4.1875 -4.8149 3.8314
H 3.1927 -4.3991 2.4592
H 3.3351 -1.4580 -0.4894

Computed properties:
* orbital gap (alpha / beta): 5.477 / 6.444 eV
* relative energy (zero: lowest compared OMol25 entry of this formula, charge and spin): 43.8 kcal/mol
* charge: -1
* LUMO (alpha / beta): 0.35 / 0.89 eV
* E_HOMO (alpha / beta): -5.1 / -5.6 eV

---

3.
This record from the OMol25 dataset describes C41H39AsF15GeMnN4SSi2 as an isolated structure at a distorted geometry. The level of theory is ωB97M-V with the def2-TZVPD basis set.

Positions of all 105 atoms, in Å:
Mn -0.9544 0.8251 -0.0844
C -1.0131 -0.8043 2.8434
N -0.3751 0.4478 2.2981
C -0.7173 1.6121 3.1890
C 1.0468 0.3307 2.2999
C 1.7392 0.1125 3.4793
C 3.1133 0.1156 3.4808
C 3.8326 0.3476 2.3094
C 3.1583 0.6216 1.1324
C 1.7616 0.4924 1.0837
N 1.0320 0.5186 -0.0985
C 1.6452 0.1431 -1.2755
C 2.8065 -0.7586 -1.2872
C 3.1378 -1.4741 -2.4033
C 2.4845 -1.2242 -3.5844
C 1.5695 -0.1923 -3.6854
C 1.0763 0.4662 -2.5410
N 0.0229 1.3968 -2.6713
C -1.0004 1.0485 -3.6935
C 0.5079 2.7824 -2.9466
H -0.7710 -0.9593 3.8879
H -0.6119 -1.6371 2.2608
H -2.0930 -0.7104 2.7006
H -0.2773 1.4684 4.1781
H -1.7990 1.6836 3.2647
H -0.3356 2.5309 2.7252
H 1.1907 -0.0701 4.4272
H 3.6365 -0.1299 4.3880
H 4.9169 0.3281 2.3387
H 3.7057 0.8921 0.2176
H 3.2526 -1.0174 -0.3274
H 3.9320 -2.2267 -2.3318
H 2.6263 -1.8080 -4.4720
H 1.1818 0.0948 -4.6775
H -0.5835 1.0293 -4.7059
H -1.7855 1.7924 -3.6463
H -1.3866 0.0390 -3.4437
H 1.0332 2.8277 -3.9065
H 1.1720 3.1107 -2.1248
H -0.3514 3.4497 -2.9211
N -4.0613 1.0585 -0.0608
C -2.8944 1.1099 -0.0817
H -5.0575 0.8467 -0.0618
C -2.1654 5.7117 2.3808
Si -2.0963 5.3703 0.4984
C -1.4295 6.8682 -0.5164
C -3.8958 4.9365 -0.0541
As -0.3593 3.5766 0.2834
Si 1.7833 4.6983 1.0861
C 1.9772 6.5853 0.7547
C 1.7710 4.3747 2.9436
C 3.2273 3.8401 0.2252
H -3.0475 6.3252 2.5371
H -1.2738 6.2350 2.7821
H -2.3529 4.7903 2.9183
H -2.2682 7.4946 -0.8647
H -0.8814 6.4928 -1.3484
H -0.7907 7.5039 0.1048
H -4.4000 5.8689 -0.2486
H -4.4343 4.4421 0.7546
H -3.9605 4.3066 -0.9496
H 1.4397 7.1586 1.4960
H 1.7222 6.8580 -0.2700
H 3.0364 6.8536 0.8454
H 0.7979 4.6332 3.3702
H 2.5061 5.0165 3.4056
H 2.0225 3.3430 3.1940
H 3.6904 4.5103 -0.4962
H 2.9402 2.9737 -0.3780
H 3.9696 3.5550 0.9432
F -3.6742 -2.8441 1.0084
C -3.0510 -3.9023 1.5543
C -1.8304 -4.3338 1.0074
C -1.3260 -5.4608 1.6238
F -0.1858 -6.0388 1.1473
C -1.8832 -6.1003 2.7405
F -1.3429 -7.2177 3.2241
C -3.1041 -5.6549 3.2040
F -3.7566 -6.4301 4.0845
C -3.7168 -4.5373 2.6002
F -4.8991 -4.1161 3.0635
Ge -0.9072 -3.4270 -0.6013
S -1.5435 -1.3188 -0.9548
C -1.6394 -4.1519 -2.3515
C -0.9755 -3.9739 -3.5732
F 0.0996 -3.1830 -3.6527
C -1.4199 -4.5568 -4.7639
F -0.7452 -4.4507 -5.9591
C -2.5905 -5.3239 -4.7551
F -2.9976 -5.9520 -5.8637
C -3.3167 -5.4861 -3.5817
F -4.4330 -6.2350 -3.5416
C -2.8580 -4.8116 -2.4509
F -3.6702 -4.8493 -1.3776
C 1.0176 -4.0020 -0.4831
C 1.9305 -3.4299 0.4174
F 1.4224 -2.5676 1.3489
C 3.2369 -3.8486 0.5844
F 4.0642 -3.3269 1.5320
C 3.7186 -4.9140 -0.1611
F 4.9194 -5.4131 0.0993
C 2.8590 -5.5352 -1.0647
F 3.3036 -6.6006 -1.7861
C 1.5542 -5.0785 -1.1939
F 0.6982 -5.7607 -1.9940

Computed properties:
* orbital gap (alpha / beta): 5.057 / 5.467 eV
* relative energy (zero: lowest compared OMol25 entry of this formula, charge and spin): 49.7 kcal/mol
* charge: +1
* multiplicity: 4
* LUMO (alpha / beta): -4.79 / -4.35 eV
* E_HOMO (alpha / beta): -9.8 / -9.8 eV

---

4.
This record from the OMol25 dataset describes C41H39BF2IrN2O4P as an isolated structure. The level of theory is ωB97M-V with the def2-TZVPD basis set.

Positions of all 91 atoms, in Å:
Ir 0.5789 -1.7779 -1.0126
O 0.0318 -4.3050 -2.3391
C 0.1325 -3.9584 -1.2075
C 0.0198 -4.8389 -0.0068
C -0.0387 -6.2188 -0.1770
C -0.0772 -7.0355 0.9399
C -0.0540 -6.4682 2.2108
C -0.0136 -5.0906 2.3751
C 0.0172 -4.2601 1.2610
P -0.0380 -2.4379 1.3489
C 0.5619 -2.0864 3.0294
C 1.9417 -2.0701 3.2334
C 2.4532 -1.8711 4.5059
C 1.5938 -1.6763 5.5783
C 0.2215 -1.6806 5.3774
C -0.2975 -1.8863 4.1072
C -1.8207 -2.0766 1.4106
C -2.2002 -0.7398 1.5365
C -3.5410 -0.3959 1.5348
C -4.5133 -1.3778 1.3916
C -4.1394 -2.7047 1.2499
C -2.7960 -3.0561 1.2636
H -0.0345 -6.6290 -1.1778
H -0.1160 -8.1103 0.8242
H -0.0700 -7.1070 3.0844
H -0.0104 -4.6621 3.3692
H 2.6100 -2.2061 2.3941
H 3.5242 -1.8584 4.6579
H 1.9941 -1.5149 6.5707
H -0.4502 -1.5237 6.2112
H -1.3692 -1.8873 3.9572
H -1.4424 0.0310 1.6062
H -3.8278 0.6437 1.6270
H -5.5611 -1.1064 1.3819
H -4.8930 -3.4714 1.1272
H -2.5176 -4.0955 1.1478
F 3.1474 -2.1022 0.2179
C 2.5837 -2.2546 -1.0473
F 2.8550 -3.5756 -1.3878
H 3.1887 -1.6453 -1.7240
C -2.4487 0.7785 -5.5677
N -2.2845 0.8764 -4.1324
N -1.4131 -0.1279 -3.6288
C -1.9446 -0.5393 -2.3875
O -1.2653 -1.3034 -1.5561
C -3.1950 -0.0137 -2.2472
C -3.4498 0.8315 -3.3263
C -4.6170 1.6773 -3.6547
C -0.0497 -0.0128 -3.9287
C 0.5331 1.2258 -4.1969
C 1.8739 1.2983 -4.5336
C 2.6554 0.1517 -4.6014
C 2.0741 -1.0808 -4.3505
C 0.7260 -1.1732 -4.0271
H -1.4763 0.8538 -6.0525
H -3.0616 1.6151 -5.8977
H -2.9252 -0.1633 -5.8742
H -3.8361 -0.1897 -1.3988
H -5.3525 1.6012 -2.8545
H -5.1170 1.3870 -4.5859
H -4.3441 2.7353 -3.7577
H -0.0791 2.1162 -4.1372
H 2.3174 2.2652 -4.7376
H 3.7023 0.2192 -4.8647
H 2.6590 -1.9882 -4.4324
H 0.2435 -2.1401 -3.9434
C 2.5026 6.6818 1.7599
C 1.5990 5.5054 2.1284
C 1.9128 5.0965 3.5740
C 0.1400 5.9734 2.0393
C 1.8005 4.3051 1.2018
C 2.6833 4.3325 0.1237
C 2.8634 3.2415 -0.7321
C 2.1224 2.1187 -0.4683
O 2.0934 0.9179 -1.1339
B 1.1506 0.1384 -0.4686
O 0.6281 0.8433 0.6262
C 1.2395 2.0755 0.5973
C 1.0583 3.1390 1.4434
H 2.3280 7.5026 2.4575
H 2.2955 7.0519 0.7547
H 3.5584 6.4131 1.8191
H 1.7884 5.9511 4.2420
H 2.9406 4.7403 3.6599
H 1.2523 4.3020 3.9217
H -0.0228 6.8320 2.6940
H -0.5517 5.1858 2.3397
H -0.1093 6.2674 1.0184
H 3.2598 5.2242 -0.0724
H 3.5522 3.2815 -1.5644
H 0.3560 3.0674 2.2631

Computed properties:
* orbital gap (alpha / beta): 3.806 / 6.247 eV
* relative energy (zero: lowest compared OMol25 entry of this formula, charge and spin): 5.7 kcal/mol
* charge: 0
* multiplicity: 5
* LUMO (alpha / beta): -0.33 / -1.56 eV
* E_HOMO (alpha / beta): -4.1 / -7.8 eV

---

5.
This record from the OMol25 dataset describes C41H39ClF3N6O2S2Ti as an isolated structure at a distorted geometry. The level of theory is ωB97M-V with the def2-TZVPD basis set.

Positions of all 95 atoms, in Å:
Ti 0.4730 0.7064 0.0207
C -1.7075 -1.8777 3.4878
C -2.7510 -1.1693 2.6689
C -4.0727 -1.0707 3.0898
C -4.9641 -0.3459 2.3194
C -4.5244 0.2371 1.1451
C -3.1952 0.0537 0.7725
N -2.3428 -0.6141 1.5261
C -2.7180 0.6453 -0.5241
C -3.6273 0.6257 -1.5657
C -3.3268 1.2348 -2.7534
C -2.1633 1.9552 -2.8199
C -1.2835 1.9601 -1.7541
N -1.4935 1.2160 -0.6400
C -0.1017 2.8773 -1.7824
C 0.0708 3.7916 -2.8008
C 1.1274 4.6798 -2.7482
C 1.9627 4.6494 -1.6621
C 1.7354 3.7176 -0.6596
C 2.6151 3.7157 0.5492
N 0.7253 2.8360 -0.7342
H -2.1576 -2.4133 4.3239
H -1.1473 -2.5830 2.8710
H -0.9926 -1.1505 3.8847
H -4.3836 -1.5385 4.0149
H -5.9942 -0.2288 2.6318
H -5.1925 0.8488 0.5549
H -4.5501 0.0789 -1.4461
H -3.9925 1.1702 -3.6028
H -1.9221 2.4966 -3.7206
H -0.6105 3.8247 -3.6347
H 1.2775 5.3993 -3.5427
H 2.7899 5.3410 -1.5667
H 3.6425 3.4682 0.2686
H 2.6235 4.7131 0.9953
H 2.2718 3.0069 1.2886
Cl 3.4544 -2.4437 -0.0096
C 1.8913 -3.2310 -0.0537
C 1.8665 -4.5381 -0.5218
C 0.6751 -5.2440 -0.5575
C -0.4863 -4.6162 -0.1261
C -0.4332 -3.3116 0.3345
C 0.7510 -2.5656 0.3978
C 0.7058 -1.1977 1.0130
H 2.7901 -4.9909 -0.8592
H 0.6580 -6.2689 -0.9083
H -1.4378 -5.1374 -0.1563
H -1.3470 -2.8219 0.6571
H 1.6098 -1.0676 1.6159
H -0.1515 -1.1880 1.6753
N 6.8350 0.9070 -0.6028
C 5.4683 0.8670 -0.4772
C 4.8561 0.6344 0.7550
C 3.4857 0.6114 0.8305
N 2.6751 0.8139 -0.2147
C 3.2685 1.0701 -1.3897
C 4.6293 1.1133 -1.5684
H 7.3874 0.5011 0.1303
H 7.2264 0.8380 -1.5247
H 5.4463 0.4431 1.6446
H 3.0034 0.4367 1.7828
H 2.6149 1.2489 -2.2306
H 5.0367 1.3112 -2.5532
C 0.1273 1.5885 2.0142
C 1.0613 1.6883 3.1749
C 1.4979 0.5461 3.8654
C 2.3752 0.6262 4.9394
C 2.8554 1.8574 5.3735
C 2.4148 3.0053 4.7270
C 1.5244 2.9178 3.6620
H -0.7137 0.9511 2.2975
H -0.2827 2.5789 1.7955
H 1.1345 -0.4262 3.5513
H 2.6842 -0.2830 5.4447
H 3.5433 1.9201 6.2067
H 2.7569 3.9809 5.0601
H 1.1598 3.8313 3.2003
S -1.9226 -2.1374 -2.4515
C -3.3997 -2.7756 -2.1878
N -4.3487 -3.0654 -3.1120
C -5.6915 -3.3632 -2.6375
C -5.4990 -3.9885 -1.2634
S -4.0234 -3.1701 -0.5893
H -4.1551 -2.8210 -4.0697
H -6.1906 -4.0460 -3.3216
H -6.2915 -2.4516 -2.5587
H -5.3098 -5.0581 -1.3293
H -6.3453 -3.8066 -0.6050
F 1.8784 -0.2578 -5.1643
C 0.7984 -0.1773 -4.3768
F -0.1832 -0.8812 -4.9503
F 0.4083 1.1259 -4.3885
C 1.1299 -0.6869 -2.9438
O 1.8417 -1.6638 -2.8832
O 0.5852 0.0107 -2.0179

Computed properties:
* orbital gap (alpha / beta): 6.252 / 6.330 eV
* charge: 0
* multiplicity: 2
* LUMO (alpha / beta): -0.33 / -0.47 eV
* E_HOMO (alpha / beta): -6.6 / -6.8 eV

---

Respective total energy values: -55339.1225, -76574.6120, -265127.9033, -72557.6021, -121649.4312 eV.